(1)
{"formula": "C6H9N4O2S2", "method": "ωB97M-V/def2-TZVPD", "total_charge": 1, "orbital_gap_ha": 0.293, "homo_energy_ev": -12.4837, "elements": ["S", "S", "O", "O", "N", "N", "N", "N", "C", "C", "C", "C", "C", "C", "H", "H", "H", "H", "H", "H", "H", "H", "H"], "positions_angstrom": [[-3.28, -0.21, -0.97], [-0.01, 2.46, -0.24], [-3.84, -0.01, 1.70], [-0.94, -2.33, -0.13], [2.53, 2.29, 0.40], [-1.85, 0.84, 0.87], [1.45, 0.24, 0.34], [0.28, -0.49, 0.25], [-1.11, 0.99, -0.18], [-1.77, 0.64, -1.39], [-3.15, 0.22, 0.75], [1.36, 1.58, 0.34], [1.42, -2.81, -0.15], [0.19, -1.86, 0.02], [1.94, -2.71, -1.04], [-1.09, 0.11, -2.03], [2.32, -0.29, 0.50], [-1.37, 0.97, 1.70], [2.58, 3.27, 0.14], [3.41, 1.87, 0.66], [-2.02, 1.58, -2.00], [2.12, -2.64, 0.62], [0.84, -3.69, -0.18]]}


(2)
{"formula": "C6H9NO", "method": "ωB97M-V/def2-TZVPD", "orbital_gap_ha": 0.349, "homo_energy_ev": -8.7150, "elements": ["O", "N", "C", "C", "C", "C", "C", "C", "H", "H", "H", "H", "H", "H", "H", "H", "H"], "positions_angstrom": [[-1.41, -2.56, 0.72], [1.78, 0.53, -0.67], [-0.10, -0.69, 0.07], [-1.46, -1.36, 0.04], [0.48, -0.12, 1.11], [0.05, 1.66, -0.21], [0.38, 0.37, -1.06], [1.26, 1.08, 0.59], [-1.77, -1.49, -1.03], [-0.88, 1.56, 0.35], [2.22, 1.33, -1.12], [0.09, 0.15, -2.05], [0.62, -0.61, 2.08], [-0.01, 2.53, -0.90], [1.81, 1.56, 1.29], [-0.80, -3.13, 0.29], [-2.24, -0.80, 0.50]]}


(3)
{"formula": "C6H9NO", "method": "ωB97M-V/def2-TZVPD", "orbital_gap_ha": [0.312, 0.316], "homo_energy_ev": [-8.7579, -8.4555], "elements": ["O", "N", "C", "C", "C", "C", "C", "C", "H", "H", "H", "H", "H", "H", "H", "H", "H"], "positions_angstrom": [[-0.29, -0.35, -1.54], [3.11, 0.87, -0.80], [2.07, 0.45, -0.94], [1.72, -1.84, 0.82], [-0.64, 0.41, -0.39], [0.78, 0.01, -0.77], [-1.38, -0.35, 0.74], [-1.32, 1.76, -0.66], [-1.79, 2.09, 0.21], [-0.93, -1.30, 1.11], [2.47, -2.33, 0.27], [-2.39, -0.61, 0.37], [-1.46, 0.36, 1.52], [-0.60, 2.50, -0.87], [-1.98, 1.63, -1.50], [1.95, -1.09, 1.51], [0.69, -2.22, 0.94]]}


(4)
{"formula": "C6H9NO", "method": "ωB97M-V/def2-TZVPD", "smiles": "CC1(C)C=CC=[N+]1[O-]", "orbital_gap_ha": 0.304, "homo_energy_ev": -7.8294, "elements": ["O", "N", "C", "C", "C", "C", "C", "C", "H", "H", "H", "H", "H", "H", "H", "H", "H"], "positions_angstrom": [[2.02, 0.31, 1.14], [1.11, -0.30, 0.51], [-0.09, 0.34, -0.11], [-0.91, -0.92, -0.35], [0.29, 1.03, -1.45], [-0.74, 1.25, 0.92], [1.04, -1.60, 0.59], [-0.27, -2.01, 0.13], [0.89, 1.97, -1.26], [-1.20, 0.70, 1.72], [0.86, 0.38, -2.11], [-0.66, -3.01, 0.19], [-0.62, 1.32, -1.95], [1.79, -2.27, 1.05], [-0.06, 1.98, 1.33], [-1.89, -0.93, -0.75], [-1.56, 1.77, 0.42]]}


(5)
{"formula": "C6H9NO", "method": "ωB97M-V/def2-TZVPD", "orbital_gap_ha": 0.344, "homo_energy_ev": -8.3383, "elements": ["O", "N", "C", "C", "C", "C", "C", "C", "H", "H", "H", "H", "H", "H", "H", "H", "H"], "positions_angstrom": [[0.66, 0.89, 0.85], [0.30, -0.36, -1.33], [-1.21, 0.21, 1.56], [0.17, -0.46, 1.22], [-0.19, -1.13, -0.28], [1.64, 0.14, -1.52], [-0.80, 1.05, 0.41], [-0.97, 0.16, -0.78], [2.37, -0.80, -1.14], [1.87, 1.18, -0.96], [-0.69, -2.09, -0.52], [0.76, -0.89, 2.07], [-2.00, -0.74, 1.32], [-0.75, 2.06, 0.58], [-1.83, -0.02, -1.38], [-1.30, 0.31, 2.66], [1.99, 0.48, -2.75]]}


(6)
{"formula": "C6H9NO", "method": "ωB97M-V/def2-TZVPD", "smiles": "[H]/N=C1\\C(=O)[C@@]1(C)CC", "orbital_gap_ha": 0.311, "homo_energy_ev": -8.4354, "elements": ["O", "N", "C", "C", "C", "C", "C", "C", "H", "H", "H", "H", "H", "H", "H", "H", "H"], "positions_angstrom": [[-3.10, 0.60, 0.56], [-0.82, -2.15, 0.32], [-0.70, 0.46, -0.31], [-2.00, 0.22, 0.25], [-1.04, -0.91, 0.23], [-0.20, 0.98, -1.61], [1.82, -0.35, 0.58], [0.56, 0.42, 0.91], [0.62, 0.39, -2.00], [2.22, -0.07, -0.40], [0.75, 1.49, 0.88], [1.64, -1.42, 0.60], [0.13, 2.02, -1.51], [2.59, -0.13, 1.32], [-1.66, -2.67, 0.60], [0.20, 0.21, 1.92], [-1.02, 0.93, -2.34]]}


(7)
{"formula": "C6H9NO", "method": "ωB97M-V/def2-TZVPD", "orbital_gap_ha": 0.351, "homo_energy_ev": -8.5637, "elements": ["O", "N", "C", "C", "C", "C", "C", "C", "H", "H", "H", "H", "H", "H", "H", "H", "H"], "positions_angstrom": [[-1.99, -0.25, 0.43], [1.21, -1.08, -0.22], [-0.21, -1.26, -0.11], [-0.72, -0.45, 1.02], [1.61, 0.29, 0.26], [0.16, 0.72, 0.71], [-1.27, -0.20, -0.79], [-0.50, 1.09, -0.63], [-0.03, 1.54, 1.47], [-0.51, -2.30, -0.13], [-1.85, -0.62, -1.64], [1.56, -1.23, -1.19], [-1.20, 1.90, -0.39], [0.20, 1.53, -1.31], [2.32, 0.14, 1.05], [-0.76, -0.76, 2.04], [2.00, 0.95, -0.57]]}


(8)
{"formula": "C6H9NO", "method": "ωB97M-V/def2-TZVPD", "smiles": "Cc1coc(N)c1C", "orbital_gap_ha": 0.349, "homo_energy_ev": -8.5867, "elements": ["O", "N", "C", "C", "C", "C", "C", "C", "H", "H", "H", "H", "H", "H", "H", "H", "H"], "positions_angstrom": [[0.84, 1.13, 0.76], [-0.54, 2.21, -0.69], [0.45, -0.90, 0.45], [0.94, -0.07, 1.29], [-0.44, -0.17, -0.46], [-1.34, -0.68, -1.56], [0.05, 0.99, -0.35], [0.37, -2.33, 0.80], [-0.61, -2.80, 1.05], [1.29, -2.87, 1.44], [-2.36, -1.12, -1.35], [1.66, -0.13, 2.18], [-0.84, -1.35, -2.18], [0.04, 3.03, -1.26], [-0.78, 2.50, 0.21], [0.29, -3.02, -0.28], [-1.69, 0.19, -2.04]]}


Relative energy (zero: lowest compared OMol25 entry of this formula, charge and spin) readings, ordered: 14.1, 97.6, 131.2, 62.7, 156.6, 96.3, 62.1, 86.6 kcal/mol
DFT total energy readings, ordered: -1399.58363, -363.86877, -363.81510, -363.92437, -363.77470, -363.87082, -363.92531, -363.88631 a.u.